# 1
Density functional theory data (wB97M-V/def2-TZVPD) for a 3-piece molecular cluster, C3H12NO2S overall.

Each line ends with the Löwdin charge.
Positions of all 19 atoms, in Å:
C (-2.1926, 1.4250, 0.4090)  -0.09
C (-1.1235, 0.2511, 0.4431)  -0.51
C (-0.5593, -0.1289, -1.0141)  -0.57
S (0.5304, 1.2395, -1.8722)  0.09
N (-0.0199, 0.6875, 1.2704)  -0.05
H (-2.4156, 1.7232, 1.4660)  0.07
H (-3.1104, 1.0715, -0.1015)  0.07
H (-1.8436, 2.1886, -0.1601)  0.00
H (-1.4516, -0.6979, 1.0031)  0.13
H (0.2181, -0.8939, -0.9983)  -0.03
H (-1.2998, -0.2731, -1.8042)  0.01
H (0.7836, 0.0254, 1.0376)  0.06
H (0.3199, 1.6231, 1.0209)  0.04
H (2.8456, 0.2609, -0.6833)  -0.04
H (2.2439, -0.8029, -1.3593)  -0.03
O (2.9047, -0.6647, -0.6962)  -0.10
H (1.1238, -2.2447, 1.3384)  -0.02
H (1.9605, -2.1351, 0.2001)  0.07
O (1.0859, -2.6547, 0.5007)  -0.11

Highest occupied orbital energy (eV): -2.9
Frontier orbital gap (eV): 6.74
Net charge: -1
2S+1: 1
LUMO (Eh): 0.1399
Total energy (Eh): -724.931501
Relative energy (zero: lowest compared OMol25 entry of this formula, charge and spin) (kJ/mol): 136.6

# 2
Density functional theory data (wB97M-V/def2-TZVPD) for a 3-piece molecular cluster, C3H12NO3 overall.

Each line ends with the Löwdin charge.
Positions of all 19 atoms, in Å:
C (-1.6233, -1.1352, -0.3449)  -0.37
N (-1.1994, 0.1181, 0.2487)  -0.04
C (-0.1057, -0.0678, 1.3731)  -0.34
O (0.9936, 0.7092, 1.2923)  -0.16
C (-0.5873, -1.8537, -1.2242)  -0.12
H (-2.6578, -0.9180, -0.7623)  0.10
H (-2.0174, -1.9611, 0.3346)  0.11
H (-0.8497, 0.6626, -0.4949)  0.06
H (-0.5342, -0.0791, 2.4197)  0.11
H (0.3128, -0.9991, 1.4627)  0.06
H (-0.2136, -2.6583, -0.5383)  0.07
H (-1.0868, -2.4362, -2.1128)  0.08
H (0.0760, -1.0885, -1.7072)  0.08
H (-0.0268, 2.7544, 0.3940)  0.00
H (1.3805, 2.8365, -0.0105)  0.01
O (0.5746, 3.3748, -0.0302)  -0.09
H (1.7879, 0.5077, 0.5646)  0.01
H (2.8367, 1.4752, -0.6729)  -0.21
O (2.9398, 0.7587, -0.1913)  -0.35

Highest occupied orbital energy (eV): -4.2
Frontier orbital gap (eV): 7.92
Net charge: -1
2S+1: 1
LUMO (Eh): 0.1378
Total energy (Eh): -401.919819
Relative energy (zero: lowest compared OMol25 entry of this formula, charge and spin) (kJ/mol): 251.6

# 3
Density functional theory data (wB97M-V/def2-TZVPD) for a 4-piece molecular cluster, C3H12NO3 overall.

Each line ends with the Löwdin charge.
Positions of all 19 atoms, in Å:
C (-0.6347, 1.1567, 1.3153)  -0.12
C (-0.5503, 0.3548, 2.3572)  0.11
C (-0.3018, 0.9885, -1.0921)  0.18
N (-0.3067, 0.5174, 0.0907)  0.03
H (-0.9584, 2.2073, 1.2535)  0.13
H (-0.1739, -0.6576, 2.2840)  0.07
H (-0.8287, 0.7066, 3.3392)  0.09
H (-0.1018, 0.3252, -1.9204)  0.12
H (-0.6339, 2.0751, -1.2106)  0.13
H (-0.0796, -0.4798, 0.2659)  0.13
H (0.2569, -4.4460, -2.3196)  0.02
H (0.3916, -3.3901, -3.3167)  0.06
O (0.4143, -3.5324, -2.3608)  -0.03
H (1.1853, 4.0121, 0.5531)  0.02
H (0.6865, 4.7976, -0.6078)  0.08
O (0.6401, 3.9048, -0.2007)  -0.05
H (0.2049, -2.8357, -0.2933)  0.05
H (0.5612, -3.2415, 1.2139)  0.11
O (0.2289, -2.4630, 0.6493)  -0.12

Highest occupied orbital energy (eV): -14.5
Frontier orbital gap (eV): 10.07
Net charge: +1
2S+1: 1
LUMO (Eh): -0.1632
Total energy (Eh): -401.696828
Relative energy (zero: lowest compared OMol25 entry of this formula, charge and spin) (kJ/mol): 136.9

# 4
Density functional theory data (wB97M-V/def2-TZVPD) for C3H12NO3S as an isolated structure.

Each line ends with the Löwdin charge.
Positions of all 20 atoms, in Å:
C (0.7142, -0.8015, 0.1092)  -0.31
O (1.6073, 0.2346, 0.1527)  -0.26
C (-0.6274, -0.4451, -0.8512)  -0.42
C (-1.1584, -1.7858, -1.4426)  -0.47
S (-1.6081, -1.5822, -3.2672)  0.59
N (-0.2007, 0.5603, -1.7440)  -0.02
H (1.2195, -1.6525, -0.3668)  0.08
H (0.3667, -1.0317, 1.1294)  0.10
H (-1.3631, -0.1068, -0.1193)  0.12
H (-2.1184, -1.9652, -0.9385)  0.05
H (-0.4693, -2.6339, -1.4132)  0.04
H (-0.8081, -0.6248, -3.7075)  -0.20
H (0.7888, 0.7772, -1.7085)  0.07
H (-0.6132, 1.4801, -1.6869)  0.08
H (0.1896, 1.5948, 3.0180)  -0.02
H (0.0358, 1.0593, 4.4296)  0.01
O (-0.4979, 1.4743, 3.7341)  -0.14
H (1.3111, 1.0417, 1.0607)  -0.01
H (2.0478, 2.3509, 1.9508)  -0.02
O (1.1839, 2.0563, 1.6613)  -0.26

Highest occupied orbital energy (eV): -4.5
Frontier orbital gap (eV): 7.73
Net charge: -1
2S+1: 1
LUMO (Eh): 0.1195
Total energy (Eh): -800.171577
Relative energy (zero: lowest compared OMol25 entry of this formula, charge and spin) (kJ/mol): 74.4

# 5
Density functional theory data (wB97M-V/def2-TZVPD) for an isolated ion of composition C3H12NO3Si and charge +1.

Each line ends with the Löwdin charge.
Positions of all 20 atoms, in Å:
C (2.8553, -0.0118, 0.1976)  -0.03
C (1.6707, 1.0063, 0.0297)  -0.14
O (0.3462, 0.3996, 0.1219)  -0.17
Si (-0.3673, -1.0144, -0.0340)  0.28
O (-0.3399, -1.5720, -1.5962)  -0.03
O (0.1210, -2.3080, 0.7926)  -0.01
C (-2.2457, -0.4003, 0.4111)  -0.06
N (-2.3004, 0.9881, -0.1858)  0.16
H (2.7854, -0.8297, 0.8747)  0.08
H (2.9244, -0.4397, -0.7186)  0.04
H (3.7321, 0.4920, 0.3518)  0.06
H (1.6294, 1.5291, -0.8359)  0.09
H (1.8594, 1.5614, 0.9715)  0.13
H (-0.6930, -2.3530, -1.8499)  0.01
H (0.6645, -2.5025, 1.4974)  0.04
H (-2.5061, -0.2720, 1.3842)  0.06
H (-3.0469, -0.8597, -0.1959)  0.11
H (-1.3989, 1.2687, -0.1826)  0.06
H (-2.9705, 1.5822, 0.1750)  0.14
H (-2.4030, 0.9921, -1.1915)  0.17

Highest occupied orbital energy (eV): -14.8
Frontier orbital gap (eV): 11.47
Net charge: +1
2S+1: 1
LUMO (Eh): -0.1209
Total energy (Eh): -691.318442
SMILES: CCO[Si](O)(O)C[NH3+]
Relative energy (zero: lowest compared OMol25 entry of this formula, charge and spin) (kJ/mol): 114.7

# 6
Density functional theory data (wB97M-V/def2-TZVPD) for an isolated ion of composition C3H12NO6P2 and charge +1.

Each line ends with the Löwdin charge.
Positions of all 24 atoms, in Å:
C (0.3022, 2.0557, 1.2548)  -0.06
C (0.4684, 1.5733, -0.1998)  -0.12
C (-0.0019, 0.0769, -0.2484)  -0.61
N (-0.2418, -0.3747, -1.7272)  0.27
O (0.5487, -0.9768, 0.3782)  -0.28
P (2.2098, -1.1635, 0.6388)  0.89
O (2.0518, -2.6853, 1.1904)  -0.21
O (2.5325, -1.3608, -0.9718)  -0.25
O (-1.3989, 0.2041, 0.2266)  -0.28
P (-2.1901, -1.3501, 0.6893)  0.94
O (-3.7137, -0.8027, 0.8205)  -0.20
O (-2.3655, -2.0205, -0.8252)  -0.22
H (0.5065, 1.1566, 2.0355)  0.15
H (-0.6358, 2.4227, 1.3229)  0.03
H (0.8443, 2.9434, 1.4679)  0.07
H (0.0333, 2.2462, -0.8771)  0.11
H (1.5353, 1.4536, -0.4211)  0.11
H (0.6245, -0.2322, -2.1836)  0.13
H (-0.5241, -1.3814, -1.4588)  0.16
H (-1.0273, 0.1343, -2.1811)  0.19
H (1.5654, -3.3209, 0.6767)  0.07
H (3.4921, -1.3156, -1.1269)  0.08
H (-3.9077, -0.1301, 1.4233)  0.05
H (-3.2562, -2.1277, -0.7538)  -0.01

Highest occupied orbital energy (eV): -13.2
Frontier orbital gap (eV): 10.41
Net charge: +1
2S+1: 1
LUMO (Eh): -0.1041
Total energy (Eh): -1310.265902
SMILES: CCC([NH3+])(OP(O)O)OP(O)O

# 7
Density functional theory data (wB97M-V/def2-TZVPD) for a 2-piece molecular cluster, C3H12NOS overall.

Each line ends with the Löwdin charge.
Positions of all 18 atoms, in Å:
C (0.3683, 0.4289, 0.6536)  -0.18
C (-0.6661, 0.3961, -0.4265)  -0.34
C (-1.0217, 1.7685, -0.8446)  -0.60
S (-2.1536, 1.7900, -2.2581)  0.73
N (0.4000, -0.8623, 1.4863)  0.13
H (1.5339, 0.5831, 0.5658)  0.17
H (0.1809, 1.3968, 1.1782)  0.13
H (-1.6758, -0.1563, -0.0939)  0.17
H (-0.3679, -0.3154, -1.2409)  0.12
H (-0.1311, 2.1864, -1.3263)  0.09
H (-1.6490, 2.2602, -0.0220)  0.11
H (-1.4631, 2.4295, -3.2093)  -0.14
H (0.6306, -1.7820, 1.0311)  0.07
H (1.1201, -0.8018, 2.2549)  0.18
H (-0.4476, -0.7686, 2.0458)  0.16
H (2.5653, -2.5324, -0.0396)  0.10
H (1.1561, -3.4745, 0.0656)  0.17
O (1.6207, -2.5462, 0.1799)  -0.06

Highest occupied orbital energy (eV): -12.1
Frontier orbital gap (eV): 8.56
Net charge: +1
2S+1: 1
LUMO (Eh): -0.1288
Total energy (Eh): -649.374085
Relative energy (zero: lowest compared OMol25 entry of this formula, charge and spin) (kJ/mol): 201.0

# 8
Density functional theory data (wB97M-V/def2-TZVPD) for an isolated ion of composition C3H12NP2 and charge +1.

Each line ends with the Löwdin charge.
Positions of all 18 atoms, in Å:
C (-0.8926, -0.2973, -1.0461)  -0.09
N (0.1904, -0.4728, -0.0506)  -0.64
C (1.4290, -0.3966, -0.7388)  -0.13
P (0.0044, -2.1662, 0.9375)  1.05
C (0.1312, 0.6380, 0.9872)  -0.47
P (0.0107, 2.3430, 0.1219)  0.84
H (-1.8010, -0.1599, -0.4894)  0.10
H (-0.6166, 0.5878, -1.6104)  0.07
H (-0.9778, -1.2516, -1.4399)  0.05
H (1.5757, 0.6845, -1.1277)  0.11
H (2.1839, -0.7955, -0.0953)  0.09
H (1.4551, -1.1218, -1.4720)  0.08
H (-1.1963, -1.6247, 1.4625)  -0.07
H (-0.5004, -2.5389, -0.3615)  -0.06
H (1.0322, 0.5642, 1.6369)  0.10
H (-0.7493, 0.3210, 1.6869)  0.09
H (-1.4819, 2.5483, 0.3079)  -0.04
H (0.2032, 3.1383, 1.2908)  -0.09

Highest occupied orbital energy (eV): -14.0
Frontier orbital gap (eV): 9.52
Net charge: +1
2S+1: 1
LUMO (Eh): -0.1646
Total energy (Eh): -858.612183
SMILES: C[N+](C)(P)CP
Relative energy (zero: lowest compared OMol25 entry of this formula, charge and spin) (kJ/mol): 38.0

# 9
Density functional theory data (wB97M-V/def2-TZVPD) for a 4-piece molecular cluster, C3H12O3 overall.

Each line ends with the Löwdin charge.
Positions of all 18 atoms, in Å:
C (1.9175, 2.1981, -1.9103)  -0.03
C (0.6622, 1.7814, -2.0379)  -0.22
C (0.3075, 0.3339, -1.6808)  -0.10
H (2.1674, 3.2486, -1.9762)  0.05
H (2.6237, 1.4400, -1.5844)  0.06
H (-0.1866, 2.4391, -2.2155)  0.09
H (1.2228, -0.2294, -1.9327)  0.07
H (-0.4953, -0.0814, -2.2846)  0.07
H (0.2830, 0.2618, -0.5902)  0.03
O (0.3294, 0.0913, 1.7483)  -0.05
H (-0.5826, 0.2500, 1.4765)  0.01
H (0.8818, -0.0767, 1.0095)  0.00
O (-2.1849, -0.5819, 0.8314)  -0.05
H (-1.7948, -1.4842, 0.8341)  0.04
H (-2.9337, -0.6735, 1.3991)  0.04
O (-0.4600, -2.7100, 1.8384)  -0.07
H (0.0067, -3.3376, 2.4172)  0.06
H (-0.2048, -1.8528, 2.1933)  0.00

Highest occupied orbital energy (eV): -9.6
Frontier orbital gap (eV): 10.32
2S+1: 1
LUMO (Eh): 0.0250
Total energy (Eh): -347.181259
SMILES: C=CC.O.O.O
Relative energy (zero: lowest compared OMol25 entry of this formula, charge and spin) (kJ/mol): 71.7

# 10
Density functional theory data (wB97M-V/def2-TZVPD) for a 4-piece molecular cluster, C3H12O4 overall.

Each line ends with the Löwdin charge.
Positions of all 19 atoms, in Å:
O (-0.5756, -1.0660, -0.1413)  -0.28
C (-1.2645, -0.7628, 0.9166)  -0.45
C (-0.5430, -0.8998, 2.2667)  -0.29
C (0.0931, 0.4819, 2.6578)  -0.14
H (-2.0888, -0.0255, 0.8768)  0.04
H (0.2179, -1.6682, 2.1412)  0.08
H (-1.2145, -1.2278, 3.0718)  0.06
H (1.0688, 0.5442, 2.1789)  0.05
H (0.2742, 0.4844, 3.7453)  0.04
H (-0.5280, 1.3272, 2.3844)  0.05
H (1.2494, 0.5695, -2.4281)  0.04
H (0.2126, 1.5162, -1.7731)  0.04
O (0.9640, 1.4888, -2.3748)  -0.07
H (2.8736, 2.2181, -0.3908)  0.03
H (2.1231, 3.2164, -1.2724)  0.00
O (2.4708, 3.0945, -0.3954)  -0.07
H (-2.0421, -2.5394, -2.8579)  0.00
H (-1.4173, -2.1720, -1.4432)  -0.02
O (-1.6211, -2.8944, -2.0736)  -0.11

Highest occupied orbital energy (spin up / spin down) (eV): -0.4 / -3.7
Frontier orbital gap (spin up / spin down) (eV): 4.01 / 7.31
Net charge: -1
2S+1: 2
LUMO (spin up / spin down) (Eh): 0.1345 / 0.1338
Total energy (Eh): -422.430058
Relative energy (zero: lowest compared OMol25 entry of this formula, charge and spin) (kJ/mol): 44.6